[1]
The following is a quantum chemistry calculation of a molecular structure, AlBH74O35 at a distorted geometry, from the Open Molecules 2025 dataset.

Its molecular weight is 672.4 g mol⁻¹. Its max |F| is 4.84 eV/A. As for the total charge: +2. For the total energy, the calculation gives -2944.24418 Ha. Its energy above the lowest of the compared OMol25 structures with the same formula, charge and spin is 69.2 kJ/mol.

Geometry (Å):
Al (1.740, 0.962, -2.724)
B (-0.071, -0.253, -0.213)
H (-0.346, 0.548, 0.456)
H (-0.365, -0.092, -1.238)
H (1.003, -0.355, -0.172)
H (-0.584, -1.123, 0.166)
O (-1.576, -2.431, -1.901)
H (-2.415, -2.567, -1.461)
H (-1.056, -1.926, -1.276)
O (4.321, 2.522, 1.896)
H (4.717, 1.822, 2.416)
H (3.773, 3.002, 2.517)
O (-0.767, 2.474, -1.847)
H (-1.414, 2.084, -1.258)
H (-1.215, 3.229, -2.229)
O (2.548, -5.608, -1.020)
H (2.355, -5.539, -1.955)
H (2.360, -4.737, -0.671)
O (2.361, -3.691, 3.111)
H (2.441, -2.777, 2.837)
H (2.079, -3.644, 4.024)
O (1.621, -2.109, -2.705)
H (1.041, -2.841, -2.492)
H (2.503, -2.476, -2.643)
O (-2.184, -2.363, 2.194)
H (-1.617, -1.719, 1.771)
H (-1.862, -3.208, 1.881)
O (0.811, 4.941, 0.005)
H (0.953, 5.846, 0.283)
H (1.292, 4.865, -0.819)
O (-1.669, -5.034, 0.993)
H (-1.085, -5.063, 0.236)
H (-1.248, -5.595, 1.644)
O (-1.898, -0.612, 4.634)
H (-2.498, -0.041, 4.155)
H (-1.422, -1.087, 3.952)
O (-4.952, -2.087, 2.598)
H (-5.314, -2.876, 3.002)
H (-4.011, -2.253, 2.549)
O (-2.522, 1.101, 0.064)
H (-1.705, 0.614, 0.169)
H (-2.858, 1.201, 0.954)
O (0.575, -4.395, -2.530)
H (0.680, -4.749, -3.413)
H (-0.320, -4.056, -2.511)
O (-0.869, -0.393, -3.780)
H (-1.146, -1.241, -3.433)
H (-1.685, 0.050, -4.011)
O (0.513, -0.668, 2.533)
H (0.542, 0.205, 2.925)
H (0.344, -0.509, 1.604)
O (-4.561, 0.374, -1.362)
H (-3.861, 0.697, -0.796)
H (-4.644, -0.553, -1.136)
O (4.520, -4.004, 0.600)
H (3.944, -3.432, 1.108)
H (5.401, -3.790, 0.906)
O (0.364, 1.821, 4.042)
H (0.207, 2.659, 3.607)
H (-0.237, 1.821, 4.787)
O (2.829, 0.814, 4.767)
H (2.664, 0.939, 5.701)
H (2.040, 1.145, 4.337)
O (-4.603, 3.816, 0.722)
H (-3.674, 3.774, 0.951)
H (-4.861, 4.714, 0.932)
O (-4.277, -2.465, -0.816)
H (-4.882, -2.436, -1.557)
H (-4.764, -2.916, -0.126)
O (1.583, 4.128, -3.026)
H (2.245, 4.819, -2.997)
H (0.783, 4.573, -3.305)
O (2.071, 2.276, -0.111)
H (2.969, 2.456, 0.168)
H (1.525, 2.734, 0.527)
O (4.430, 2.185, -2.005)
H (5.225, 1.983, -2.498)
H (4.710, 2.821, -1.347)
O (2.034, 4.185, 2.169)
H (1.706, 4.734, 2.880)
H (1.643, 4.557, 1.378)
O (-0.104, 2.317, -4.679)
H (-0.130, 3.061, -5.281)
H (-0.988, 1.951, -4.710)
O (-2.065, -3.135, -5.468)
H (-1.819, -2.209, -5.472)
H (-1.401, -3.561, -6.010)
O (-2.599, 3.674, 3.128)
H (-2.286, 3.945, 2.266)
H (-3.178, 4.384, 3.407)
O (3.224, -0.974, 1.746)
H (2.443, -0.431, 1.853)
H (3.794, -0.720, 2.472)
O (-3.322, 1.152, 3.481)
H (-3.074, 2.076, 3.449)
H (-4.184, 1.121, 3.066)
O (3.562, -0.266, -0.950)
H (4.383, -0.696, -1.188)
H (3.464, -0.438, -0.014)
O (-2.907, 1.574, -4.713)
H (-3.246, 1.073, -5.454)
H (-3.664, 2.060, -4.385)
O (1.105, -3.509, 0.449)
H (1.391, -3.510, 1.362)
H (1.103, -2.585, 0.199)
O (-1.912, 4.360, 0.570)
H (-0.970, 4.339, 0.400)
H (-2.268, 4.921, -0.119)
O (4.065, -3.216, -2.575)
H (4.930, -2.969, -2.902)
H (4.228, -3.559, -1.696)

Here are the Löwdin charges for atoms 1 to 6, given in e:
1 Al 1.51
2 B -0.39
3 H 0.00
4 H 0.01
5 H -0.02
6 H 0.03

=====

[2]
The following is a quantum chemistry calculation of a molecular structure, C4H5NO at a distorted geometry, from the Open Molecules 2025 dataset.

Its molecular weight is 83.1 g mol⁻¹. Its max |F| is 3.12 eV/A. For the total energy, the calculation gives -285.30572 Ha. Its energy above the lowest of the compared OMol25 structures with the same formula, charge and spin is 285.8 kJ/mol.

Geometry (Å):
O (-1.694, 1.586, 0.590)
C (-0.920, 0.661, 0.527)
C (-0.933, -0.531, -0.491)
N (0.441, -1.022, -0.185)
C (1.281, 0.146, -0.317)
C (0.409, 0.024, 0.888)
H (-1.620, -1.306, -0.147)
H (-1.086, -0.144, -1.488)
H (1.039, 0.851, -1.115)
H (2.336, 0.019, -0.109)
H (0.747, -0.285, 1.849)

Here are the natural (NBO) charges for atoms 1 to 6, given in e:
1 O -0.50
2 C 0.58
3 C -0.35
4 N -0.36
5 C -0.24
6 C -0.21

=====

[3]
The following is a quantum chemistry calculation of 2 unconnected molecules or ions with the total composition C4H9N2 at a distorted geometry, from the Open Molecules 2025 dataset.

Its molecular weight is 85.1 g mol⁻¹. Its max |F| is 11.32 eV/A. The multiplicity is 3. The expectation value of S² is 2.01. As for the total charge: +1. For the total energy, the calculation gives -266.74074 Ha. Its energy above the lowest of the compared OMol25 structures with the same formula, charge and spin is 489.6 kJ/mol.

Geometry (Å):
C (-1.315, -0.188, -2.276)
C (-1.442, 0.870, -1.279)
C (1.986, 1.259, 1.696)
C (-0.517, -2.199, 0.416)
N (-0.991, -0.485, -1.108)
N (-0.285, -1.291, -0.415)
H (-1.422, -0.543, -3.317)
H (-0.551, 1.672, -1.192)
H (-2.414, 1.233, -0.965)
H (1.038, 1.739, 1.523)
H (2.178, 0.989, 2.757)
H (1.965, 0.353, 1.151)
H (-1.510, -2.648, 0.766)
H (0.407, -2.622, 0.759)
H (2.870, 1.861, 1.483)

Here are the natural (NBO) charges for atoms 1 to 6, given in e:
1 C 0.02
2 C -0.26
3 C -0.86
4 C 0.05
5 N -0.15
6 N 0.00

=====

[4]
The following is a quantum chemistry calculation of C5H6O2 in the gas phase, from the Open Molecules 2025 dataset.

Its molecular weight is 98.1 g mol⁻¹. Its max |F| is 0.58 eV/A. For the total energy, the calculation gives -344.51915 Ha. Its energy above the lowest of the compared OMol25 structures with the same formula, charge and spin is 217.3 kJ/mol. As for the SMILES: C#C[C@@H](C)OC=O.

Geometry (Å):
C (-1.297, -1.268, -0.038)
C (-0.283, -0.339, 0.621)
O (1.042, -0.787, 0.235)
C (1.912, 0.021, -0.413)
O (2.999, -0.355, -0.752)
C (-0.484, 1.081, 0.298)
C (-0.369, 2.222, -0.068)
H (-1.343, -1.092, -1.116)
H (-2.295, -1.119, 0.387)
H (-0.989, -2.302, 0.139)
H (-0.325, -0.467, 1.708)
H (1.528, 1.031, -0.589)
H (-0.209, 3.218, -0.416)

Here are the natural (NBO) charges for atoms 1 to 6, given in e:
1 C -0.61
2 C 0.03
3 O -0.50
4 C 0.63
5 O -0.56
6 C -0.06

=====

Which of these has the lowest total energy? AlBH74O35